Entry from the Open Molecules 2025 dataset: a cluster of 9 separate species, C37H66F5N4O25S in total (wB97M-V/def2-TZVPD).

The calculation puts the HOMO-LUMO gap at 8.46 eV. The calculation puts the HOMO energy at -0.4180 Ha. The charge is +1. The value obtained for the largest force on an atom is 3.0 eV Å⁻¹.

Each atom is followed by the atoms it is bonded to, with distances in Å.
Element x y z (Å)
1 C -1.66315 4.89534 -0.08592  C2 1.552, H25 1.098, H26 1.104, H27 1.099
2 C -3.05076 4.37741 -0.54924  C1 1.552, F3 1.349, N4 1.468, H28 1.100
3 F -3.55837 5.32033 -1.36937  C2 1.349
4 N -2.84424 3.09988 -1.24259  C2 1.468, C5 1.312, N17 1.358
5 C -2.80002 2.79135 -2.51743  N4 1.312, C6 1.509, N10 1.325
6 C -3.00392 3.72496 -3.68468  C5 1.509, C7 1.536, H29 1.095, H30 1.097
7 C -4.49068 3.86983 -4.04116  C6 1.536, O8 1.167, F9 1.379
8 O -4.95042 3.41733 -5.01316  C7 1.167
9 F -5.33207 4.55661 -3.19148  C7 1.379
10 N -2.54690 1.51045 -2.74011  C5 1.325, C11 1.356
11 C -2.44819 0.99262 -1.49039  N10 1.356, N12 1.317, N17 1.344
12 N -2.19268 -0.26128 -1.18103  C11 1.317, C13 1.487, H31 1.007
13 C -1.94091 -1.23951 -2.27261  N12 1.487, C14 1.573, H32 1.097, H33 1.094
14 C -0.38366 -1.29976 -2.48901  C13 1.573, C15 1.573, H34 1.103, H35 1.096
15 C 0.08614 -0.38560 -3.67984  C14 1.573, S16 1.831, H36 1.099, H37 1.095
16 S 1.62044 -1.11534 -4.36376  C15 1.831, H38 1.358
17 N -2.64426 1.94285 -0.56035  N4 1.358, C11 1.344, C18 1.465
18 C -2.58569 1.70824 0.88468  N17 1.465, C19 1.578, H39 1.093, H40 1.102
19 C -3.79916 0.82798 1.37599  C18 1.578, C20 1.509, H41 1.102, H42 1.102
20 C -4.97561 0.93082 0.43692  C19 1.509, F21 1.354, C22 1.342
21 F -5.69532 2.07746 0.44837  C20 1.354
22 C -5.31789 -0.02236 -0.44384  C20 1.342, F23 1.295, F24 1.310
23 F -5.60282 -1.23919 -0.10381  C22 1.295
24 F -5.36587 0.18584 -1.73597  C22 1.310
25 H -1.18889 4.22258 0.64005  C1 1.098
26 H -1.01927 4.99434 -0.97699  C1 1.104
27 H -1.75271 5.91446 0.31591  C1 1.099
28 H -3.66144 4.22690 0.35326  C2 1.100
29 H -2.55396 3.24532 -4.55989  C6 1.095
30 H -2.62379 4.73837 -3.50310  C6 1.097
31 H -2.12736 -0.62752 -0.24553  N12 1.007
32 H -2.27416 -2.23125 -1.94395  C13 1.097
33 H -2.45755 -0.95594 -3.19412  C13 1.094
34 H 0.08438 -0.86057 -1.59191  C14 1.103
35 H -0.00594 -2.32562 -2.56930  C14 1.096
36 H 0.34535 0.58649 -3.23800  C15 1.099
37 H -0.71571 -0.27689 -4.41824  C15 1.095
38 H 2.62355 -0.30354 -3.94201  S16 1.358
39 H -2.54429 2.63066 1.47011  C18 1.093
40 H -1.69278 1.08176 1.04251  C18 1.102
41 H -4.08773 1.10372 2.40343  C19 1.102
42 H -3.53253 -0.24104 1.41005  C19 1.102
43 C 2.92270 5.34782 -4.03140  O44 1.430, H49 1.088, H50 1.089, H51 1.089
44 O 2.95918 4.30289 -3.05590  C43 1.430, C45 1.340
45 C 4.13855 3.67129 -2.97906  O44 1.340, O46 1.201, O47 1.337
46 O 5.11068 3.91344 -3.64073  C45 1.201
47 O 4.04281 2.72594 -2.03893  C45 1.337, C48 1.432
48 C 5.23995 1.96339 -1.84705  O47 1.432, H52 1.089, H53 1.089, H54 1.088
49 H 1.92617 5.78291 -4.00240  C43 1.088
50 H 3.65007 6.12233 -3.79298  C43 1.089
51 H 3.10255 4.94951 -5.02905  C43 1.089
52 H 6.05726 2.60584 -1.52365  C48 1.089
53 H 5.50781 1.43188 -2.75944  C48 1.089
54 H 5.04441 1.23227 -1.06595  C48 1.088
55 C 8.26338 -2.47499 -0.43509  O56 1.432, H61 1.087, H62 1.089, H63 1.089
56 O 7.47288 -1.34917 -0.03725  C55 1.432, C57 1.334
57 C 7.55890 -1.04761 1.25963  O56 1.334, O58 1.204, O59 1.336
58 O 8.22321 -1.62681 2.07996  C57 1.204
59 O 6.77641 0.01036 1.49138  C57 1.336, C60 1.431
60 C 6.76828 0.45009 2.85283  O59 1.431, H64 1.089, H65 1.090, H66 1.087
61 H 8.11154 -2.62261 -1.50120  C55 1.087
62 H 9.32026 -2.28440 -0.25507  C55 1.089
63 H 7.94128 -3.37342 0.08864  C55 1.089
64 H 7.76536 0.76013 3.16266  C60 1.089
65 H 6.38905 -0.33292 3.50912  C60 1.090
66 H 6.10193 1.30739 2.91056  C60 1.087
67 C 7.23679 -3.11632 4.66413  O68 1.433, H73 1.086, H74 1.089, H75 1.090
68 O 5.97436 -2.83198 5.27960  C67 1.433, C69 1.336
69 C 5.86411 -3.27019 6.53677  O68 1.336, O70 1.202, O71 1.338
70 O 6.70913 -3.85814 7.15751  C69 1.202
71 O 4.64735 -2.94025 6.98610  C69 1.338, C72 1.428
72 C 4.39036 -3.35124 8.32984  O71 1.428, H76 1.089, H77 1.089, H78 1.087
73 H 7.20789 -2.71566 3.65569  C67 1.086
74 H 8.04730 -2.63165 5.20678  C67 1.089
75 H 7.40398 -4.19153 4.60764  C67 1.090
76 H 5.08909 -2.87683 9.01773  C72 1.089
77 H 4.44489 -4.43553 8.41783  C72 1.089
78 H 3.38160 -3.03001 8.57849  C72 1.087
79 C -4.91076 5.29289 5.10485  O80 1.429, H85 1.087, H86 1.089, H87 1.090
80 O -3.80662 4.97796 5.95613  C79 1.429, C81 1.332
81 C -2.74833 4.47765 5.32137  O80 1.332, O82 1.208, O83 1.330
82 O -2.66397 4.27812 4.13246  C81 1.208
83 O -1.80336 4.23282 6.22518  C81 1.330, C84 1.428
84 C -0.59622 3.68579 5.69256  O83 1.428, H88 1.090, H89 1.090, H90 1.087
85 H -5.70889 5.68641 5.72886  C79 1.087
86 H -4.63023 6.05458 4.37859  C79 1.089
87 H -5.27499 4.39707 4.60175  C79 1.090
88 H -0.13851 4.37860 4.98719  C84 1.090
89 H -0.78703 2.72388 5.21728  C84 1.090
90 H 0.08454 3.53478 6.52593  C84 1.087
91 C 5.20153 -8.24877 -1.56752  O92 1.431, H97 1.087, H98 1.089, H99 1.089
92 O 4.45555 -7.16785 -0.99916  C91 1.431, C93 1.332
93 C 5.06810 -5.98647 -1.06181  O92 1.332, O94 1.204, O95 1.339
94 O 6.15238 -5.77267 -1.53936  C93 1.204
95 O 4.26828 -5.07204 -0.49877  C93 1.339, C96 1.425
96 C 4.80994 -3.75364 -0.50106  O95 1.425, H100 1.090, H101 1.088, H102 1.088
97 H 4.60558 -9.15122 -1.45857  C91 1.087
98 H 5.38106 -8.07665 -2.62778  C91 1.089
99 H 6.14233 -8.38786 -1.03665  C91 1.089
100 H 4.97354 -3.40538 -1.52086  C96 1.090
101 H 5.73699 -3.71831 0.06824  C96 1.088
102 H 4.08366 -3.09969 -0.02329  C96 1.088
103 C -6.97410 5.56674 -5.15839  O104 1.429, H109 1.065, H110 1.090, H111 1.090
104 O -7.13671 6.84570 -4.54227  C103 1.429, C105 1.337
105 C -8.36159 7.36624 -4.67156  O104 1.337, O106 1.203, O107 1.336
106 O -9.28882 6.85556 -5.24230  C105 1.203
107 O -8.37457 8.55162 -4.05591  C105 1.336, C108 1.429
108 C -9.63165 9.22868 -4.11455  O107 1.429, H112 1.089, H113 1.089, H114 1.087
109 H -5.97450 5.23973 -4.99120  C103 1.065
110 H -7.64282 4.83290 -4.70966  C103 1.090
111 H -7.14419 5.63558 -6.23297  C103 1.090
112 H -10.40758 8.64254 -3.62375  C108 1.089
113 H -9.90748 9.43919 -5.14692  C108 1.089
114 H -9.51585 10.17058 -3.58400  C108 1.087
115 C 4.35427 -12.36002 -6.33258  O116 1.429, H121 1.087, H122 1.089, H123 1.089
116 O 4.24097 -11.12816 -5.61684  C115 1.429, C117 1.334
117 C 3.02333 -10.58324 -5.65280  O116 1.334, O118 1.203, O119 1.338
118 O 2.06154 -11.03382 -6.21738  C117 1.203
119 O 3.05822 -9.44550 -4.94967  C117 1.338, C120 1.427
120 C 1.81389 -8.74904 -4.90131  O119 1.427, H124 1.090, H125 1.089, H126 1.088
121 H 5.38174 -12.69974 -6.22921  C115 1.087
122 H 3.69117 -13.11325 -5.90915  C115 1.089
123 H 4.13843 -12.21176 -7.38979  C115 1.089
124 H 1.04967 -9.35870 -4.42037  C120 1.090
125 H 1.49676 -8.45701 -5.90184  C120 1.089
126 H 1.97019 -7.85112 -4.30747  C120 1.088
127 C -6.03576 -2.27891 5.67796  O128 1.430, H133 1.087, H134 1.089, H135 1.089
128 O -5.29283 -1.05680 5.67232  C127 1.430, C129 1.338
129 C -5.82641 -0.09025 6.42869  O128 1.338, O130 1.201, O131 1.338
130 O -6.83454 -0.17604 7.07559  C129 1.201
131 O -5.04076 0.98875 6.33687  C129 1.338, C132 1.431
132 C -5.49383 2.11089 7.10014  O131 1.431, H136 1.089, H137 1.090, H138 1.088
133 H -5.50914 -2.98018 5.03500  C127 1.087
134 H -6.08495 -2.69423 6.68327  C127 1.089
135 H -7.03760 -2.12206 5.28020  C127 1.089
136 H -5.52289 1.86996 8.16158  C132 1.089
137 H -6.47379 2.43975 6.75461  C132 1.090
138 H -4.78310 2.92060 6.94995  C132 1.088

These are the Löwdin partial charges, in e, on atoms 1 to 99:
1. C 0.020
2. C -0.300
3. F 0.076
4. N 0.092
5. C -0.228
6. C 0.043
7. C -0.417
8. O 0.199
9. F 0.079
10. N 0.255
11. C -0.320
12. N 0.109
13. C -0.127
14. C -0.242
15. C -0.558
16. S 0.713
17. N 0.045
18. C -0.046
19. C -0.067
20. C -0.226
21. F 0.081
22. C -0.333
23. F 0.200
24. F 0.176
25. H 0.082
26. H 0.095
27. H 0.102
28. H 0.163
29. H 0.145
30. H 0.139
31. H 0.143
32. H 0.125
33. H 0.117
34. H 0.104
35. H 0.088
36. H 0.063
37. H 0.065
38. H -0.154
39. H 0.118
40. H 0.137
41. H 0.130
42. H 0.121
43. C -0.042
44. O -0.013
45. C -0.621
46. O 0.139
47. O -0.010
48. C -0.033
49. H 0.088
50. H 0.101
51. H 0.100
52. H 0.102
53. H 0.099
54. H 0.089
55. C -0.034
56. O -0.006
57. C -0.610
58. O 0.113
59. O -0.003
60. C -0.027
61. H 0.100
62. H 0.102
63. H 0.088
64. H 0.104
65. H 0.089
66. H 0.093
67. C -0.033
68. O -0.006
69. C -0.619
70. O 0.131
71. O -0.005
72. C -0.044
73. H 0.058
74. H 0.106
75. H 0.103
76. H 0.098
77. H 0.099
78. H 0.091
79. C -0.037
80. O -0.006
81. C -0.622
82. O 0.093
83. O 0.016
84. C -0.035
85. H 0.101
86. H 0.098
87. H 0.094
88. H 0.097
89. H 0.095
90. H 0.099
91. C -0.032
92. O 0.005
93. C -0.615
94. O 0.124
95. O 0.003
96. C -0.041
97. H 0.095
98. H 0.099
99. H 0.099